C30H30N5O2SbSr | wB97M-V/def2-TZVPD

Structure (XYZ):
```
69
Properties=species:S:1:pos:R:3:forces:R:3:mulliken_charge:R:1
Sr 1.2953 -0.1714 0.0397 -2.983 2.645 0.243 1.65
C 3.2115 3.3249 0.1674 -0.134 0.208 0.019 -1.29
C 4.0371 2.0788 0.0786 0.047 -0.236 0.010 0.49
C 5.4271 2.1446 0.0272 -0.071 0.243 0.014 -0.69
C 6.1633 0.9873 -0.0330 0.225 -0.226 -0.015 -0.54
C 5.5135 -0.2474 -0.0511 0.050 0.291 0.002 -0.74
C 4.1333 -0.2517 -0.0056 -0.372 0.074 0.028 0.14
N 3.4049 0.8953 0.0646 1.500 0.042 -0.040 0.06
Sb 3.3105 -2.3264 -0.1017 0.471 -0.364 -0.024 0.75
C 1.9522 -2.2421 1.6987 -0.130 0.572 0.593 0.74
C 1.9115 -3.4008 2.4448 0.024 -0.123 -0.107 -0.75
C 1.2534 -3.3827 3.6799 0.173 -0.362 -0.083 -0.53
C 0.6690 -2.2320 4.1298 -0.222 0.333 0.131 -0.63
C 0.7226 -1.0762 3.3427 0.316 -0.375 -0.152 0.54
C 0.0486 0.1816 3.7882 -0.082 0.194 0.073 -1.44
N 1.3731 -1.0954 2.1770 0.339 -1.028 0.679 -0.45
C 1.9481 -1.9906 -1.8652 0.047 0.515 -0.450 0.95
C 1.7608 -3.0800 -2.6949 -0.050 -0.036 0.058 -0.97
C 1.0365 -2.8945 -3.8740 0.108 -0.338 0.006 -0.55
C 0.5415 -1.6549 -4.1915 -0.142 0.343 -0.142 -0.69
C 0.7761 -0.5741 -3.3387 0.262 -0.430 0.142 0.57
C 0.2661 0.8011 -3.6334 0.002 0.129 -0.042 -1.29
N 1.4855 -0.7554 -2.2159 0.225 -0.998 -0.878 -0.38
H 3.8095 4.2218 0.0173 0.104 -0.091 -0.002 0.47
H 2.7448 3.4212 1.1494 0.026 -0.113 0.063 0.24
H 2.4195 3.3470 -0.5801 -0.045 -0.152 -0.084 0.30
H 5.9118 3.1122 0.0371 0.004 -0.049 -0.002 0.46
H 7.2454 1.0311 -0.0694 -0.047 -0.017 0.000 0.43
H 6.0985 -1.1555 -0.1031 -0.091 -0.073 0.000 0.44
H 2.3840 -4.3128 2.1019 0.008 0.018 -0.022 0.44
H 1.2137 -4.2791 4.2865 0.032 -0.006 -0.062 0.45
H 0.1630 -2.2004 5.0869 0.013 -0.025 -0.043 0.49
H 0.2465 0.3769 4.8422 -0.002 -0.075 0.008 0.51
H -1.0355 0.0990 3.6760 0.018 -0.083 -0.012 0.30
H 0.3692 1.0555 3.2280 0.119 -0.019 -0.160 0.16
H 2.1556 -4.0592 -2.4530 0.017 0.040 0.044 0.43
H 0.8666 -3.7290 -4.5450 0.036 0.017 0.070 0.45
H -0.0192 -1.4994 -5.1050 0.014 -0.026 0.051 0.46
H -0.3178 0.8320 -4.5511 0.065 -0.092 -0.020 0.42
H 1.0972 1.4997 -3.7368 0.024 -0.005 0.008 0.30
H -0.3756 1.1680 -2.8321 0.006 -0.038 0.151 0.17
O -5.7343 -1.1200 -2.0789 0.066 -0.128 -0.020 -0.51
C -4.7703 -2.1310 -2.2892 0.008 0.246 0.151 -0.59
C -3.5176 -1.7487 -1.5401 -0.174 -0.255 -0.224 0.09
C -2.4608 -2.6503 -1.4081 -0.132 0.205 0.123 -1.32
C -1.3453 -2.2340 -0.7194 0.331 0.003 0.003 -0.50
N -1.1878 -1.0069 -0.2027 -0.013 -0.406 -0.048 0.36
C -2.2103 -0.1601 -0.3120 0.003 0.331 0.058 0.23
C -3.3853 -0.4938 -0.9708 -0.006 0.131 0.103 -0.40
C -2.0283 1.1907 0.3113 0.132 -0.389 -0.255 0.17
C -3.1037 1.8354 0.8920 0.002 -0.017 -0.003 -0.65
C -2.9097 3.0796 1.4735 -0.232 0.343 0.179 0.21
C -4.0433 3.8349 2.1164 -0.084 -0.371 -0.039 -0.68
O -5.0324 2.8906 2.4801 0.116 0.100 -0.049 -0.52
C -1.6388 3.6270 1.4384 0.211 -0.059 -0.140 -0.94
C -0.6248 2.9067 0.8350 0.133 0.243 0.037 -0.45
N -0.7865 1.7055 0.2828 0.039 -0.279 0.079 0.56
H -6.5764 -1.3959 -2.4517 -0.028 -0.002 -0.035 0.32
H -4.5310 -2.2337 -3.3522 0.065 -0.007 -0.061 0.31
H -5.1143 -3.1073 -1.9380 -0.018 -0.024 0.075 0.39
H -2.5009 -3.6555 -1.8082 -0.084 0.033 -0.007 0.50
H -0.5131 -2.9176 -0.5729 -0.027 0.003 -0.035 0.49
H -4.1853 0.2273 -1.0480 -0.047 -0.066 -0.057 0.73
H -4.0734 1.3604 0.9178 -0.031 0.074 0.049 0.74
H -4.4292 4.5653 1.3988 -0.013 0.029 -0.068 0.31
H -3.6665 4.3900 2.9780 0.021 -0.009 0.087 0.38
H -5.8050 3.3488 2.8197 -0.089 0.054 0.034 0.32
H -1.4164 4.5946 1.8701 -0.076 -0.016 0.018 0.48
H 0.3718 3.3311 0.7949 0.026 -0.049 -0.006 0.10
```
Forces are in eV/Å.

As for the energy above the lowest of the compared OMol25 structures with the same formula, charge and spin: 0.662 eV. Its total charge is +2. For the energy, the calculation gives -1856.0126 hartree. The HOMO energy is -14.18 eV. The LUMO energy comes out at -5.3898 eV. For the strongest force on any atom, the calculation gives 3.99 eV/A.